{
  "formula": "C9H62NO23Pd",
  "method": "wB97M-V/def2-TZVPD",
  "s_squared": 2.0061,
  "multiplicity": 3,
  "e_tot_ha": -2292.9902,
  "e_above_lowest_kcal_mol": 0.00,
  "homo_lumo_gap_ev": [8.4574, 8.5705],
  "charge": 1,
  "species": ["Pd", "C", "C", "C", "C", "C", "C", "N", "O", "C", "C", "C", "H", "H", "H", "H", "H", "H", "H", "H", "H", "H", "H", "H", "H", "H", "H", "H", "H", "H", "O", "H", "H", "O", "H", "H", "O", "H", "H", "O", "H", "H", "O", "H", "H", "O", "H", "H", "O", "H", "H", "O", "H", "H", "O", "H", "H", "O", "H", "H", "O", "H", "H", "O", "H", "H", "O", "H", "H", "O", "H", "H", "O", "H", "H", "O", "H", "H", "O", "H", "H", "O", "H", "H", "O", "H", "H", "O", "H", "H", "O", "H", "H", "O", "H", "H"],
  "positions_angstrom": [[3.158811, -0.801979, 2.302506], [-0.613604, -1.357698, 1.472873], [-0.206430, -1.152929, 0.021100], [-1.381322, -0.716557, -0.884083], [-1.751006, 0.751124, -0.787264], [-0.522376, 1.628523, -1.111768], [0.633884, 1.323526, -0.148384], [0.871273, -0.157684, -0.226695], [1.947224, -0.442034, 0.344650], [0.184279, 1.756203, 1.243712], [1.843923, 2.068298, -0.691503], [0.188866, -2.468732, -0.652702], [-0.736106, -2.446718, 1.562184], [-1.570744, -0.907978, 1.730146], [0.166096, -1.217925, 2.218123], [-2.293124, -1.290616, -0.702936], [-1.122708, -0.859593, -1.939768], [-2.149950, 0.998912, 0.204524], [-2.579905, 1.006904, -1.449188], [-0.886498, 2.655806, -1.041830], [-0.359795, 1.365890, -2.162583], [1.065216, 1.874386, 1.885011], [-0.490129, 1.096112, 1.777460], [-0.291138, 2.735821, 1.184238], [1.933398, 1.865900, -1.757404], [2.787103, 1.773100, -0.236609], [1.707901, 3.125546, -0.463960], [0.571022, -2.342233, -1.663197], [-0.621962, -3.198432, -0.758276], [0.865335, -3.056420, -0.018218], [-4.678052, -0.042838, -0.366540], [-5.109319, -0.882061, -0.169022], [-4.256635, 0.220960, 0.462235], [1.087695, -3.979056, 3.596276], [0.168858, -4.249951, 3.692517], [1.585997, -4.803540, 3.530046], [0.672713, -0.126356, -4.864726], [0.652808, -1.079268, -5.067840], [-0.213454, 0.181230, -5.080436], [-5.544699, 0.633616, -2.885192], [-4.883639, 0.857854, -3.546303], [-5.061679, 0.149152, -2.194215], [-4.066332, 3.372582, -1.041284], [-3.849508, 2.447437, -1.200057], [-5.028324, 3.376010, -0.972541], [0.970685, -2.920755, -5.251009], [1.831109, -3.070637, -5.661847], [0.743372, -3.761739, -4.843037], [-1.094863, 5.942920, 0.250428], [-0.151637, 6.021862, 0.419700], [-1.410011, 5.281643, 0.876758], [4.996854, 0.324665, -1.596754], [4.389429, -0.168535, -2.163562], [5.689000, 0.628345, -2.191486], [-3.881716, 1.021892, 2.227299], [-3.377132, 0.849016, 3.042115], [-4.768545, 1.245201, 2.534261], [3.029925, -4.357965, -1.962359], [2.601637, -3.491671, -1.972300], [2.341595, -4.977690, -2.221238], [-3.650326, -2.416349, -2.832968], [-2.721210, -2.379811, -2.583691], [-3.645375, -2.589380, -3.780601], [3.212246, -5.158948, 0.684157], [3.668369, -4.779642, -0.079656], [2.363705, -5.467267, 0.336975], [4.775171, 0.400792, 1.209869], [5.708073, 0.531112, 1.403748], [4.722467, 0.486443, 0.235036], [3.183707, 3.707082, 2.548209], [3.654293, 4.459827, 2.174457], [2.397321, 4.084343, 2.958116], [-1.870717, 2.973954, 4.096976], [-1.376174, 3.797265, 4.111594], [-2.425453, 3.043907, 3.302442], [1.781285, -1.395233, 3.945373], [1.852865, -2.375096, 3.943945], [1.004028, -1.200337, 4.473080], [0.546599, -5.833342, -0.098558], [-0.004535, -5.812789, 0.690689], [-0.019939, -6.213079, -0.778631], [2.697272, -1.035923, -3.009753], [1.967690, -0.867815, -3.628869], [2.277963, -1.074551, -2.143530], [-2.648750, -0.063684, 4.557987], [-1.824707, -0.557966, 4.563266], [-2.441514, 0.761865, 5.021822], [-2.815703, 3.638999, 1.504076], [-3.073228, 2.733327, 1.293119], [-3.178463, 4.167188, 0.778919], [3.225524, 1.169988, 3.615772], [3.172372, 1.448760, 4.534597], [3.294092, 1.996125, 3.098289], [1.177653, 3.977813, -3.490822], [0.663764, 4.240967, -4.260979], [0.615967, 3.350613, -3.024498]],
  "atomic_forces_ev_per_a": [[0.307, 0.835, 0.118], [0.085, -1.452, 0.104], [-1.410, 0.089, -2.389], [-0.878, 0.933, -0.037], [0.133, 0.640, 0.723], [-1.872, -0.811, 0.043], [-1.530, 0.293, -1.666], [-0.826, 0.773, 1.098], [2.074, -1.168, 0.248], [1.082, 0.377, 0.658], [0.314, -0.311, 0.585], [0.834, -1.252, 1.010], [-0.438, 0.117, -0.007], [0.163, 0.301, 0.091], [0.101, 0.745, -0.199], [0.233, -0.293, 0.227], [0.272, -0.282, 0.084], [0.216, -0.129, 0.072], [0.181, -0.320, -0.308], [0.568, 0.206, -0.023], [0.838, 0.299, 0.021], [-0.038, -0.104, 0.003], [-0.135, -0.129, -0.264], [-0.057, -0.031, -0.095], [0.022, 0.299, -0.082], [-0.091, -0.082, 0.203], [-0.050, 0.073, -0.384], [0.291, 0.224, 0.031], [-0.504, 0.613, 0.130], [0.499, 0.338, -0.340], [0.028, -0.317, 0.200], [-0.046, 0.047, -0.049], [0.005, 0.056, 0.210], [-0.034, -0.384, -0.063], [0.019, 0.066, 0.096], [0.126, 0.100, -0.074], [-0.125, -0.379, 0.075], [-0.118, 0.110, -0.153], [0.084, 0.104, 0.004], [0.223, 0.001, 0.040], [-0.070, -0.056, -0.070], [-0.171, 0.252, -0.200], [-0.029, 0.021, 0.150], [-0.172, -0.021, -0.088], [0.004, -0.018, -0.154], [0.119, -0.090, -0.034], [-0.035, 0.043, 0.016], [-0.041, 0.042, -0.022], [0.009, -0.080, 0.043], [-0.009, 0.048, -0.048], [0.054, -0.069, 0.042], [0.051, 0.012, 0.044], [-0.274, -0.044, -0.129], [0.039, 0.072, 0.086], [-0.013, 0.169, -0.036], [0.027, -0.423, -0.063], [0.008, 0.034, -0.062], [-0.083, 0.246, -0.313], [0.164, -0.049, -0.110], [0.027, -0.064, 0.074], [0.127, 0.008, 0.001], [-0.022, 0.015, -0.017], [-0.107, 0.001, 0.030], [0.086, 0.042, 0.436], [-0.284, -0.158, 0.063], [0.264, 0.093, -0.092], [-0.183, 0.053, -0.404], [-0.010, -0.185, 0.260], [-0.001, -0.239, -0.012], [-0.224, 0.215, 0.012], [0.118, -0.114, -0.025], [0.017, 0.018, -0.032], [-0.101, -0.412, 0.014], [-0.077, 0.047, 0.035], [0.179, 0.332, 0.095], [0.396, -0.962, 0.129], [-0.464, 0.324, 0.111], [0.022, 0.274, -0.086], [-0.327, 0.022, -0.090], [0.042, -0.022, 0.009], [0.062, -0.107, 0.023], [0.046, -0.295, 0.196], [0.201, 0.359, 0.154], [-0.071, 0.181, 0.092], [0.010, 0.319, 0.065], [-0.021, -0.013, -0.049], [0.044, 0.005, -0.030], [0.291, 0.315, 0.049], [-0.166, -0.031, -0.035], [-0.185, -0.265, -0.073], [-0.041, 0.322, -0.060], [0.046, -0.181, 0.039], [0.186, -0.196, 0.095], [-0.032, -0.064, 0.011], [0.034, 0.048, 0.010], [-0.007, 0.037, 0.006]],
  "lowdin_charge": [0.76, 0.00, -0.44, -0.14, -0.18, -0.12, -0.44, -0.10, -0.09, 0.00, 0.00, -0.04, 0.09, 0.08, 0.06, 0.11, 0.12, 0.08, 0.10, 0.13, 0.12, 0.08, 0.07, 0.08, 0.09, 0.07, 0.10, 0.07, 0.09, 0.08, -0.05, 0.07, 0.00, -0.04, 0.06, 0.07, -0.06, 0.00, 0.05, -0.07, 0.03, -0.02, -0.03, 0.00, 0.07, -0.04, 0.07, 0.05, -0.05, 0.03, -0.01, -0.04, 0.02, 0.07, -0.05, 0.02, 0.08, -0.04, 0.02, 0.04, -0.04, 0.00, 0.05, -0.09, 0.01, -0.03, -0.10, 0.07, 0.01, -0.04, 0.07, 0.06, -0.06, 0.04, -0.01, -0.12, 0.03, 0.06, -0.04, 0.06, 0.06, -0.04, 0.00, 0.01, -0.04, 0.04, 0.05, -0.07, 0.00, 0.04, -0.10, 0.06, 0.00, -0.05, 0.04, -0.01]
}